1.
Computed, not measured: a 8-piece molecular cluster, C38H57BrCl14N2O2 overall at a distorted geometry, with ωB97M-V/def2-TZVPD.

The multiplicity is 1. The net charge is 0. The frontier orbital gap is 6.8 eV.

Positions of all 114 atoms, in Å:
C: 2.783 -3.914 2.591
C: 2.848 -2.382 3.255
C: 2.557 -2.390 4.869
C: 1.955 -1.313 2.391
C: 1.761 0.159 3.109
C: 0.484 -1.930 1.896
O: -0.159 -2.452 3.113
C: -1.575 -2.806 2.884
C: -1.947 -4.399 2.769
C: -3.485 -5.003 2.538
N: -3.605 -6.498 2.439
C: -5.057 -6.845 2.259
C: -6.301 -5.804 2.135
N: -6.121 -4.314 2.192
C: -4.690 -3.918 2.421
C: -4.379 -2.283 2.519
C: -5.623 -1.203 2.360
C: -5.839 -0.225 3.658
C: -6.861 -0.969 4.753
O: -6.585 0.966 3.182
C: -5.682 2.080 2.854
C: -5.303 2.169 1.230
C: -3.853 2.731 0.659
C: -3.532 2.743 -0.968
C: -4.602 2.198 -2.124
C: -6.059 1.678 -1.559
C: -6.380 1.665 0.057
C: -2.817 -1.729 2.735
Br: -2.317 0.222 2.818
H: 3.268 -3.842 1.512
H: 3.425 -4.680 3.235
H: 1.688 -4.354 2.576
H: 3.987 -2.050 3.126
H: 1.715 -1.661 5.228
H: 3.544 -2.204 5.496
H: 2.200 -3.484 5.160
H: 2.565 -1.105 1.387
H: 2.689 0.508 3.744
H: 1.500 0.957 2.292
H: 0.831 0.034 3.847
H: -0.077 -1.037 1.387
H: 0.705 -2.738 1.078
H: -1.048 -5.175 2.840
H: -5.322 -8.008 2.200
H: -7.402 -6.212 1.959
H: -6.675 -1.733 2.167
H: -5.399 -0.616 1.345
H: -4.869 0.024 4.263
H: -7.178 -0.097 5.504
H: -6.305 -1.766 5.419
H: -7.834 -1.377 4.245
H: -6.216 3.072 3.214
H: -4.649 2.034 3.435
H: -3.041 3.122 1.414
H: -2.484 3.154 -1.341
H: -4.350 2.180 -3.272
H: -6.852 1.280 -2.338
H: -7.455 1.246 0.366
Cl: -0.611 -4.281 5.942
C: -1.881 -4.405 7.184
C: -3.175 -3.732 6.753
Cl: -3.013 -1.960 6.663
H: -1.493 -3.975 8.112
H: -2.057 -5.472 7.351
H: -3.963 -3.940 7.482
H: -3.510 -4.091 5.775
Cl: 1.255 2.069 -1.114
C: 2.406 3.178 -0.328
C: 3.851 2.776 -0.575
Cl: 4.279 1.260 0.257
H: 2.173 3.209 0.741
H: 2.221 4.173 -0.745
H: 4.523 3.548 -0.188
H: 4.058 2.648 -1.642
Cl: 3.501 6.095 -1.933
C: 4.652 7.205 -1.147
C: 6.097 6.803 -1.394
Cl: 6.525 5.286 -0.562
H: 4.419 7.235 -0.078
H: 4.467 8.199 -1.564
H: 6.769 7.575 -1.007
H: 6.304 6.674 -2.461
Cl: 2.646 -0.588 -5.085
C: 1.716 0.912 -4.853
C: 2.473 2.139 -5.336
Cl: 3.888 2.501 -4.317
H: 1.456 0.991 -3.792
H: 0.788 0.800 -5.422
H: 1.822 3.017 -5.296
H: 2.820 2.018 -6.367
Cl: -0.738 -2.362 -10.241
C: 0.770 -1.537 -9.780
C: 0.828 -1.233 -8.291
Cl: -0.354 0.011 -7.812
H: 0.857 -0.626 -10.380
H: 1.593 -2.204 -10.054
H: 1.817 -0.846 -8.028
H: 0.641 -2.128 -7.689
Cl: 8.627 7.470 -3.501
C: 10.135 8.296 -3.040
C: 10.193 8.600 -1.551
Cl: 9.011 9.843 -1.072
H: 10.222 9.206 -3.640
H: 10.958 7.628 -3.314
H: 11.182 8.987 -1.288
H: 10.006 7.705 -0.949
Cl: -1.790 -4.959 -6.961
C: -0.688 -5.155 -5.577
C: 0.248 -3.968 -5.413
Cl: 1.439 -3.863 -6.734
H: -0.134 -6.089 -5.713
H: -1.315 -5.259 -4.686
H: 0.815 -4.066 -4.484
H: -0.303 -3.022 -5.378

These are the Löwdin partial charges, in e, on atoms 1 to 4:
1 C -0.11
2 C -0.34
3 C -0.11
4 C -0.28



2.
Computed, not measured: a 5-piece molecular cluster, C38H57F25IN3O13PS3 overall at a distorted geometry, with ωB97M-V/def2-TZVPD.

The multiplicity is 1. The net charge is +1. The frontier orbital gap is 7.7 eV.

Positions of all 141 atoms, in Å:
C: 8.568 -0.354 -3.150
C: 7.964 0.684 -4.096
O: 7.034 1.509 -3.399
C: 5.784 1.661 -4.034
C: 4.836 2.294 -3.028
O: 3.904 1.381 -2.422
N: 2.859 1.081 -3.306
C: 1.595 1.127 -2.678
N: 0.808 2.148 -2.796
C: -0.590 2.080 -2.314
C: -0.813 2.517 -0.882
C: -2.289 2.726 -0.565
F: -2.390 3.513 0.528
F: -2.887 3.397 -1.590
C: -3.093 1.389 -0.359
F: -4.108 1.305 -1.220
F: -2.252 0.360 -0.652
C: -3.587 1.094 1.087
F: -2.496 1.197 1.880
F: -3.966 -0.182 1.104
C: -4.686 2.112 1.609
F: -4.121 2.859 2.541
F: -5.006 2.913 0.594
S: -6.291 1.365 2.338
F: -7.193 2.405 1.563
F: -6.360 0.395 1.084
F: -5.375 0.339 3.134
F: -6.250 2.353 3.569
F: -7.565 0.673 2.926
C: 1.216 3.358 -3.535
C: 1.457 4.629 -2.699
C: 0.168 5.446 -2.435
C: 2.275 4.393 -1.425
N: 1.243 -0.105 -2.117
C: 1.956 -0.400 -0.834
C: 1.805 0.618 0.280
C: 1.682 -1.029 -3.226
C: 0.446 -1.368 -4.069
C: -0.733 -1.817 -3.176
C: -1.576 -2.920 -3.820
S: -2.649 -3.630 -2.553
O: -2.667 -2.746 -1.418
O: -2.283 -4.995 -2.335
O: -4.093 -3.628 -3.208
P: 2.439 -2.678 -2.747
S: 3.135 -3.563 -4.332
C: 2.856 -0.226 -3.927
I: 2.512 0.136 -6.059
H: 7.864 -0.533 -2.336
H: 8.771 -1.292 -3.664
H: 9.490 0.020 -2.706
H: 7.489 0.191 -4.949
H: 8.761 1.323 -4.489
H: 5.884 2.332 -4.898
H: 5.417 0.697 -4.400
H: 5.434 2.658 -2.190
H: 4.303 3.151 -3.444
H: -0.900 1.044 -2.443
H: -1.180 2.677 -3.008
H: -0.429 1.793 -0.172
H: -0.333 3.469 -0.650
H: 0.399 3.556 -4.232
H: 2.093 3.121 -4.132
H: 2.080 5.248 -3.349
H: 0.273 6.461 -2.818
H: -0.039 5.541 -1.367
H: -0.716 5.007 -2.899
H: 3.338 4.283 -1.641
H: 2.187 5.271 -0.783
H: 1.927 3.543 -0.840
H: 1.527 -1.340 -0.481
H: 3.024 -0.523 -1.024
H: 0.828 0.563 0.756
H: 2.531 0.350 1.048
H: 2.065 1.625 -0.044
H: 0.693 -2.185 -4.750
H: 0.125 -0.506 -4.653
H: -1.386 -0.980 -2.933
H: -0.383 -2.189 -2.212
H: -0.983 -3.759 -4.182
H: -2.229 -2.537 -4.606
H: -4.243 -2.813 -3.706
H: 1.448 -3.430 -2.104
H: 3.458 -2.384 -1.838
H: 3.819 -0.724 -3.956
C: 8.378 2.104 3.937
C: 6.885 2.209 3.735
O: 6.521 1.883 2.368
C: 6.421 0.598 2.089
O: 6.563 -0.333 2.823
C: 6.035 0.422 0.606
F: 6.737 1.221 -0.194
F: 4.727 0.715 0.428
F: 6.215 -0.835 0.216
H: 8.903 2.732 3.217
H: 8.646 2.422 4.939
H: 8.722 1.079 3.801
H: 6.540 3.230 3.881
H: 6.336 1.563 4.419
C: -4.090 -3.934 1.650
C: -4.439 -5.161 0.837
O: -4.549 -6.330 1.679
C: -5.697 -6.471 2.313
O: -6.641 -5.735 2.269
C: -5.696 -7.784 3.124
F: -4.551 -7.939 3.790
F: -5.845 -8.819 2.288
F: -6.700 -7.789 3.990
H: -3.177 -4.106 2.222
H: -3.933 -3.087 0.983
H: -4.886 -3.687 2.351
H: -3.646 -5.390 0.128
H: -5.365 -5.023 0.280
C: -9.697 -6.219 1.345
C: -9.337 -5.936 -0.093
O: -10.492 -5.986 -0.960
C: -11.233 -4.892 -1.001
O: -11.051 -3.866 -0.416
C: -12.398 -5.095 -1.994
F: -12.980 -6.283 -1.827
F: -11.930 -5.027 -3.248
F: -13.312 -4.147 -1.833
H: -10.211 -7.178 1.429
H: -8.793 -6.247 1.947
H: -10.358 -5.451 1.746
H: -8.665 -6.698 -0.482
H: -8.849 -4.967 -0.201
C: 2.854 5.220 7.919
C: 3.541 4.476 6.797
O: 4.937 4.838 6.704
C: 5.748 4.219 7.549
O: 5.460 3.392 8.359
C: 7.198 4.695 7.317
F: 7.262 6.018 7.176
F: 7.675 4.132 6.189
F: 7.975 4.331 8.323
H: 2.982 6.295 7.798
H: 1.789 4.992 7.919
H: 3.266 4.937 8.887
H: 3.119 4.748 5.832
H: 3.455 3.397 6.917

These are the Löwdin partial charges, in e, on atoms 1 to 4:
1 C -0.05
2 C -0.25
3 O -0.15
4 C -0.19



3.
Computed, not measured: C38H58AuGeN2O2SSi3 as an isolated structure, with ωB97M-V/def2-TZVPD.

The multiplicity is 2. The value obtained for the energy above the lowest of the compared OMol25 structures with the same formula, charge and spin is 46.3 kcal/mol. The net charge is +2. The frontier orbital gap (spin up / spin down) is 6.0 / 6.1 eV.

Positions of all 106 atoms, in Å:
Au: -0.210 -0.107 0.226
C: -1.684 -5.226 -1.150
N: -2.096 -3.820 -1.160
C: -3.443 -3.445 -1.579
C: -1.263 -2.899 -0.729
O: -1.532 -1.680 -0.688
H: -2.444 -5.810 -1.659
H: -1.589 -5.599 -0.131
H: -0.742 -5.349 -1.681
H: -3.888 -4.281 -2.110
H: -3.398 -2.580 -2.237
H: -4.059 -3.200 -0.713
H: -0.282 -3.284 -0.425
C: 0.766 1.437 -3.809
Si: -1.037 1.299 -3.352
C: -1.718 -0.401 -3.737
C: -2.099 2.620 -4.153
Ge: -1.297 1.866 -0.996
Si: -3.479 1.684 0.068
C: -4.402 0.199 -0.596
C: -3.327 1.626 1.929
C: -4.182 3.308 -0.563
Si: -0.277 4.020 -0.475
C: -1.006 5.306 -1.629
C: -0.692 4.472 1.302
C: 1.573 3.891 -0.789
H: 0.946 1.042 -4.810
H: 1.396 0.896 -3.106
H: 1.086 2.480 -3.800
H: -1.429 -0.687 -4.750
H: -2.807 -0.407 -3.687
H: -1.339 -1.148 -3.046
H: -2.037 2.478 -5.234
H: -1.768 3.633 -3.936
H: -3.150 2.531 -3.878
H: -3.765 -0.683 -0.571
H: -4.727 0.366 -1.624
H: -5.294 0.003 0.001
H: -2.690 0.798 2.229
H: -4.305 1.467 2.385
H: -2.914 2.550 2.333
H: -4.226 3.353 -1.651
H: -3.630 4.172 -0.196
H: -5.207 3.398 -0.194
H: -2.087 5.403 -1.561
H: -0.736 5.127 -2.669
H: -0.572 6.267 -1.345
H: -1.709 4.861 1.372
H: -0.022 5.260 1.649
H: -0.605 3.636 1.994
H: 1.785 4.143 -1.830
H: 1.985 2.896 -0.631
H: 2.130 4.596 -0.172
C: -2.138 -2.605 4.676
C: -2.074 -1.268 5.042
C: -1.303 -0.378 4.314
C: -0.596 -0.828 3.197
C: -0.684 -2.168 2.817
C: -1.438 -3.054 3.562
N: 0.160 0.045 2.394
C: 1.000 0.935 2.964
C: 1.540 1.961 2.154
C: 2.419 2.879 2.670
C: 2.810 2.793 4.007
C: 2.324 1.765 4.815
C: 1.438 0.841 4.314
H: -2.735 -3.295 5.254
H: -2.631 -0.913 5.898
H: -1.279 0.669 4.582
H: -0.119 -2.511 1.960
H: -1.477 -4.098 3.284
H: 1.230 2.017 1.119
H: 2.809 3.665 2.039
H: 3.508 3.512 4.412
H: 2.661 1.680 5.839
H: 1.113 0.017 4.930
O: 1.738 0.302 -0.904
S: 3.045 -0.161 -0.251
C: 4.315 0.213 -1.472
C: 4.515 1.694 -1.605
C: 4.157 2.336 -2.782
C: 4.381 3.697 -2.930
C: 4.960 4.421 -1.899
C: 5.316 3.783 -0.718
C: 5.095 2.424 -0.572
C: 2.980 -1.973 -0.386
C: 2.863 -2.510 -1.781
C: 1.728 -2.270 -2.555
C: 1.656 -2.742 -3.855
C: 2.713 -3.464 -4.394
C: 3.842 -3.711 -3.629
C: 3.918 -3.232 -2.330
H: 4.016 -0.258 -2.409
H: 5.214 -0.281 -1.093
H: 3.718 1.769 -3.593
H: 4.119 4.188 -3.857
H: 5.150 5.478 -2.020
H: 5.785 4.342 0.079
H: 5.401 1.925 0.340
H: 2.120 -2.226 0.242
H: 3.870 -2.343 0.126
H: 0.913 -1.681 -2.151
H: 0.779 -2.539 -4.455
H: 2.656 -3.834 -5.408
H: 4.665 -4.275 -4.043
H: 4.803 -3.428 -1.738

These are the Löwdin partial charges, in e, on atoms 1 to 4:
1 Au 0.79
2 C -0.01
3 N -0.14
4 C 0.00



Calculated calculated total energy in order - -10758.014967, -6954.475660, -5221.600220 a.u.